No. 1
Below is one molecule with the formula C2H3NO2 at a distorted geometry, with properties calculated with wB97M-V/def2-TZVPD.

```
8
C2H3NO2 wB97M-V/def2-TZVPD
C -0.97 -0.23 0.07
C 1.07 0.50 0.04
H -1.50 -0.24 0.98
H -1.56 -0.09 -0.81
H 1.91 1.09 -0.10
N 1.34 -0.81 0.02
O -0.18 1.01 -0.08
O -0.11 -1.23 -0.12
```

The value obtained for the energy above the lowest of the compared OMol25 structures with the same formula, charge and spin is 328.0 kJ/mol. The calculation puts the LUMO energy at 0.0335 hartree. The structure (SMILES) is C1=NOCO1. The charge is 0. The HOMO energy comes out at -0.3454 hartree. Its HOMO-LUMO gap is 0.37890 Eh.


No. 2
Below is a 3-piece molecular cluster, C25H44BrN3O8 overall at a distorted geometry, with properties calculated with wB97M-V/def2-TZVPD.

```
81
C25H44BrN3O8 wB97M-V/def2-TZVPD
C 4.69 2.77 -3.64
C 5.95 1.97 -2.98
C 5.38 0.63 -2.28
C 5.14 -0.59 -3.35
C 6.40 -1.57 -3.48
N 3.86 -1.27 -2.96
C 3.89 -2.28 -1.90
C 2.60 -3.04 -1.40
Br 2.73 -4.39 0.03
C 1.22 -2.69 -2.04
C -0.18 -3.33 -1.64
O -0.44 -3.91 -0.56
O -1.29 -3.18 -2.57
C -1.97 -1.90 -2.23
C -2.63 -1.31 -3.58
C -2.18 0.20 -3.92
O -3.36 1.07 -3.77
C -3.36 1.66 -2.47
C -2.80 3.16 -2.22
O -3.80 1.02 -1.47
C 1.22 -1.62 -3.17
C 2.58 -0.93 -3.58
C 2.43 0.21 -4.73
O 2.86 0.02 -5.91
O 1.76 1.36 -4.29
H 3.75 2.62 -2.98
H 4.94 3.89 -3.67
H 4.42 2.39 -4.69
H 6.34 2.66 -2.14
H 6.80 1.80 -3.72
H 4.33 0.87 -1.85
H 6.06 0.24 -1.44
H 5.06 -0.05 -4.38
H 7.35 -0.90 -3.50
H 6.55 -2.29 -2.61
H 6.40 -2.10 -4.51
H 4.86 -2.57 -1.35
H -1.13 -1.20 -1.83
H -2.72 -2.04 -1.37
H -2.40 -2.04 -4.44
H -3.78 -1.37 -3.43
H -1.86 0.30 -5.02
H -1.31 0.58 -3.28
H -1.78 3.08 -1.67
H -2.71 3.70 -3.22
H -3.56 3.66 -1.51
H 0.22 -1.34 -3.66
C -3.61 0.06 2.75
C -4.52 0.61 3.84
C -5.96 0.91 3.36
O -6.07 2.11 2.59
C -5.71 1.97 1.23
N -3.89 1.79 4.44
H -3.27 0.83 2.06
H -2.72 -0.39 3.20
H -4.12 -0.72 2.17
H -4.60 -0.16 4.62
H -6.59 1.07 4.24
H -6.39 0.06 2.82
H -5.97 0.98 0.83
H -4.64 2.16 1.10
H -6.25 2.73 0.65
H -4.45 2.09 5.24
H -3.99 2.56 3.77
C -0.89 -1.50 5.73
C -0.09 -0.26 6.12
C 0.42 0.56 4.92
O 1.55 -0.02 4.25
C 1.22 -1.04 3.33
N 1.01 -0.67 7.01
H -0.26 -2.31 5.38
H -1.45 -1.88 6.59
H -1.61 -1.26 4.94
H -0.76 0.39 6.69
H 0.77 1.53 5.29
H -0.38 0.77 4.20
H 0.27 -0.86 2.83
H 1.21 -2.01 3.84
H 2.01 -1.08 2.58
H 1.48 0.17 7.35
H 1.72 -1.12 6.42
```

The calculation puts the LUMO energy at -0.0851 hartree. The charge is 0. The HOMO energy comes out at -0.3269 hartree. Its HOMO-LUMO gap is 0.24174 Eh.


No. 3
Below is a 4-piece molecular cluster, CH7O5 overall at a distorted geometry, with properties calculated with wB97M-V/def2-TZVPD.

```
13
CH7O5 wB97M-V/def2-TZVPD
O 0.88 -1.75 -0.29
C -0.11 -0.93 0.02
O -0.50 0.18 -0.60
H -0.79 -1.27 0.85
H -3.07 -0.76 0.85
H -2.21 -0.32 -0.27
O -3.16 -0.66 -0.18
H 0.43 1.13 0.99
H 1.73 1.37 1.49
O 0.80 1.37 1.86
H 1.77 1.23 -1.32
H 2.04 -0.22 -1.52
O 2.20 0.62 -1.90
```

The value obtained for the energy above the lowest of the compared OMol25 structures with the same formula, charge and spin is 111.3 kJ/mol. The calculation puts the LUMO energy at 0.1444 hartree. The charge is -1. The HOMO energy comes out at -0.2017 hartree. Its HOMO-LUMO gap is 0.34611 Eh.


No. 4
Below is one molecule with the formula C5H12 at a distorted geometry, with properties calculated with wB97M-V/def2-TZVPD.

```
17
C5H12 wB97M-V/def2-TZVPD
C 0.69 1.71 -0.89
C -0.51 0.83 -0.51
C -0.25 -0.22 0.59
C 1.13 -0.87 0.46
C -1.32 -1.33 0.54
H 0.34 2.68 -1.22
H 1.45 1.85 -0.13
H 1.22 1.27 -1.75
H -1.32 1.47 -0.16
H -0.86 0.34 -1.41
H -0.29 0.33 1.53
H 1.19 -1.70 1.17
H 1.94 -0.19 0.76
H 1.30 -1.26 -0.54
H -0.99 -2.15 -0.10
H -2.25 -1.01 0.08
H -1.48 -1.73 1.55
```

The value obtained for the energy above the lowest of the compared OMol25 structures with the same formula, charge and spin is 34.0 kJ/mol. The calculation puts the LUMO energy at 0.0454 hartree. The structure (SMILES) is CCC(C)C. The charge is 0. The HOMO energy comes out at -0.4024 hartree. Its HOMO-LUMO gap is 0.44780 Eh.


No. 5
Below is C35H60BN6O2PrSi2 as an isolated structure, with properties calculated with wB97M-V/def2-TZVPD.

```
107
C35H60BN6O2PrSi2 wB97M-V/def2-TZVPD
Pr 0.37 -0.92 -0.17
B 1.04 -4.22 -0.23
N -0.37 -4.10 -0.89
C -1.14 -5.04 -1.44
C -2.34 -4.45 -1.84
C -2.19 -3.11 -1.50
N -1.00 -2.91 -0.94
N 2.10 -3.60 -1.17
C 2.97 -4.19 -2.00
C 3.68 -3.20 -2.66
C 3.16 -2.00 -2.16
N 2.21 -2.26 -1.27
H 1.29 -5.39 -0.03
H 1.00 -3.53 0.78
H -0.80 -6.05 -1.48
H -3.19 -4.92 -2.30
H -2.88 -2.29 -1.63
H 3.03 -5.27 -2.04
H 4.46 -3.33 -3.38
H 3.39 -0.98 -2.40
C 3.26 -0.63 2.06
Si 1.92 -1.31 3.22
C 2.05 -0.32 4.80
C 2.50 -3.02 3.69
C 0.26 -1.30 2.45
Si -1.11 -2.35 3.08
C -2.67 -2.21 2.00
C -0.74 -4.17 3.21
C -1.65 -1.83 4.80
H 3.40 0.45 2.18
H 3.13 -0.83 0.99
H 4.21 -1.08 2.35
H 3.08 -0.28 5.14
H 1.44 -0.77 5.58
H 1.71 0.71 4.65
H 3.54 -2.94 3.98
H 2.41 -3.78 2.91
H 1.95 -3.35 4.58
H -0.15 -0.27 2.62
H -3.15 -3.19 1.90
H -2.50 -1.83 1.00
H -3.41 -1.56 2.51
H -0.41 -4.63 2.27
H -1.68 -4.65 3.50
H 0.00 -4.40 3.99
H -1.95 -0.77 4.80
H -0.85 -1.96 5.54
H -2.52 -2.41 5.13
C 3.81 1.50 -1.21
C 3.21 2.54 -2.14
C 2.49 3.68 -1.41
C 2.35 2.00 -3.27
C 2.62 2.50 -4.54
C 1.88 2.10 -5.65
C 0.88 1.16 -5.47
C 0.58 0.63 -4.23
C -0.48 -0.45 -4.18
C -1.66 -0.13 -3.27
C 0.11 -1.83 -3.90
C 1.29 1.06 -3.07
O 0.96 0.59 -1.84
H 4.35 1.97 -0.38
H 4.51 0.87 -1.75
H 3.05 0.84 -0.79
H 4.05 3.02 -2.64
H 1.55 3.36 -0.97
H 2.27 4.49 -2.10
H 3.14 4.08 -0.62
H 3.42 3.21 -4.65
H 2.10 2.48 -6.64
H 0.33 0.79 -6.33
H -0.88 -0.50 -5.20
H -1.40 -0.19 -2.21
H -2.50 -0.79 -3.47
H -2.00 0.89 -3.45
H 0.55 -1.87 -2.89
H 0.88 -2.06 -4.63
H -0.65 -2.61 -3.97
N 0.12 2.38 1.62
N 1.00 1.55 0.87
H 0.54 3.30 1.78
H 0.00 1.96 2.53
H 1.97 1.63 1.19
H 0.96 1.84 -0.11
C -3.52 6.56 1.72
C -3.33 5.13 1.37
C -2.48 4.75 0.34
C -2.27 3.42 0.01
C -1.39 3.12 -1.17
C -2.96 2.42 0.74
C -2.73 0.98 0.58
O -1.78 0.44 0.01
C -3.89 2.80 1.74
C -4.70 1.79 2.53
C -4.04 4.14 2.05
H -2.84 7.21 1.15
H -3.33 6.73 2.78
H -4.55 6.88 1.51
H -1.94 5.52 -0.21
H -0.63 3.91 -1.29
H -2.01 3.15 -2.06
H -0.90 2.16 -1.14
H -3.46 0.32 1.07
H -4.08 1.09 3.09
H -5.35 1.22 1.87
H -5.33 2.30 3.26
H -4.74 4.41 2.84
```

The value obtained for the energy above the lowest of the compared OMol25 structures with the same formula, charge and spin is 0.0 kJ/mol. The calculation puts the LUMO energy (spin up / spin down) at -0.0253 / -0.0248 hartree. The charge is 0. As for the multiplicity: 3. The HOMO energy (spin up / spin down) comes out at -0.2697 / -0.2686 hartree. The expectation value of S² is 2.0022. Its HOMO-LUMO gap (spin up / spin down) is 0.24434 / 0.24374 Eh.


No. 6
Below is one molecule with the formula C6H6O2S at a distorted geometry, with properties calculated with wB97M-V/def2-TZVPD.

```
15
C6H6O2S wB97M-V/def2-TZVPD
C -1.50 -0.10 -0.73
C -1.04 1.12 -0.20
C -1.17 -1.42 -0.58
C 0.10 1.55 0.47
C -0.15 -2.00 0.26
C 1.41 1.11 0.51
O 3.65 0.18 -0.25
O 0.49 -1.47 1.14
S 2.19 0.02 -0.43
H -2.41 0.17 -1.47
H -1.90 1.98 -0.02
H -1.86 -2.18 -0.99
H -0.03 2.42 1.13
H 0.11 -2.98 0.00
H 2.11 1.61 1.15
```

The value obtained for the energy above the lowest of the compared OMol25 structures with the same formula, charge and spin is 324.5 kJ/mol. The calculation puts the LUMO energy (spin up / spin down) at -0.0562 / -0.0563 hartree. The charge is 0. The HOMO energy (spin up / spin down) comes out at -0.3121 / -0.3121 hartree. Its HOMO-LUMO gap (spin up / spin down) is 0.25589 / 0.25586 Eh.